1.
101
Properties=species:S:1:pos:R:3:lowdin_charge:R:1 method="wB97M-V/def2-TZVPD" gap_ev=2.3 total_charge=0 largest_force_ev_per_a=2.44
F 5.984 -1.694 1.747 0.04
C 4.931 -1.923 0.887 -0.22
C 4.603 -3.242 0.585 0.08
C 3.512 -3.426 -0.262 -0.23
F 3.088 -4.714 -0.510 0.04
C 2.798 -2.375 -0.825 0.04
C 3.118 -1.051 -0.447 -0.20
C 2.269 0.058 -0.915 -0.13
C 2.282 1.349 -0.310 -0.17
C 1.606 2.517 -0.794 0.02
C 1.160 2.820 -2.101 -0.21
C 0.220 3.887 -2.265 0.05
C -0.239 4.215 -3.522 -0.23
F -1.115 5.267 -3.658 0.05
C 0.131 3.508 -4.667 0.11
C 1.019 2.451 -4.487 -0.21
F 1.305 1.670 -5.574 0.06
C 1.579 2.113 -3.262 0.06
Pd 0.354 0.300 0.184 0.43
P 0.209 0.147 2.429 0.96
C 1.750 0.779 3.131 -0.37
C 1.916 2.167 3.262 -0.11
C 3.149 2.680 3.660 -0.08
C 4.214 1.818 3.930 -0.08
C 4.035 0.435 3.835 -0.08
C 2.806 -0.088 3.441 -0.09
C -1.061 1.026 3.348 -0.36
C -0.880 1.330 4.707 -0.10
C -1.843 2.079 5.384 -0.07
C -2.976 2.543 4.707 -0.07
C -3.167 2.217 3.361 -0.07
C -2.225 1.444 2.685 -0.09
C 0.167 -1.589 2.918 -0.38
C -0.477 -2.001 4.093 -0.07
C -0.491 -3.357 4.423 -0.07
C 0.093 -4.304 3.573 -0.07
C 0.720 -3.890 2.395 -0.06
C 0.774 -2.537 2.079 -0.13
P -1.552 -0.167 -0.955 0.95
C -1.083 -1.366 -2.219 -0.37
C -1.467 -2.713 -2.129 -0.08
C -1.043 -3.614 -3.106 -0.08
C -0.242 -3.185 -4.169 -0.07
C 0.153 -1.846 -4.250 -0.05
C -0.270 -0.940 -3.282 -0.13
C -2.840 -0.926 0.059 -0.37
C -4.178 -0.509 -0.018 -0.07
C -5.123 -1.058 0.846 -0.07
C -4.750 -2.028 1.783 -0.07
C -3.426 -2.475 1.831 -0.07
C -2.479 -1.930 0.972 -0.12
C -2.360 1.174 -1.854 -0.36
C -2.717 1.047 -3.206 -0.07
C -3.380 2.086 -3.855 -0.07
C -3.750 3.234 -3.152 -0.08
C -3.421 3.351 -1.800 -0.09
C -2.710 2.342 -1.156 -0.11
C 4.242 -0.830 0.377 0.05
H 5.151 -4.078 1.002 0.14
H 1.977 -2.564 -1.520 0.14
H 1.821 -0.064 -1.902 0.08
H 2.898 1.456 0.584 0.09
H 1.417 3.290 -0.041 0.13
H -0.137 4.427 -1.387 0.13
H -0.280 3.738 -5.641 0.15
H 2.356 1.349 -3.207 0.13
H 1.081 2.836 3.055 0.11
H 3.282 3.757 3.755 0.11
H 5.188 2.219 4.216 0.11
H 4.857 -0.244 4.057 0.11
H 2.662 -1.165 3.378 0.10
H 0.015 0.988 5.232 0.12
H -1.701 2.308 6.438 0.11
H -3.707 3.162 5.233 0.11
H -4.055 2.572 2.838 0.11
H -2.383 1.153 1.645 0.06
H -0.956 -1.265 4.735 0.10
H -0.967 -3.674 5.348 0.11
H 0.055 -5.365 3.828 0.11
H 1.170 -4.620 1.723 0.11
H 1.264 -2.214 1.157 0.08
H -2.109 -3.037 -1.312 0.09
H -1.343 -4.660 -3.033 0.10
H 0.071 -3.895 -4.938 0.11
H 0.796 -1.495 -5.058 0.07
H 0.020 0.110 -3.361 0.09
H -4.472 0.235 -0.758 0.10
H -6.157 -0.722 0.789 0.11
H -5.492 -2.434 2.472 0.11
H -3.136 -3.251 2.539 0.11
H -1.443 -2.272 1.019 0.08
H -2.496 0.131 -3.750 0.11
H -3.617 1.993 -4.915 0.11
H -4.291 4.035 -3.662 0.11
H -3.717 4.247 -1.252 0.11
H -2.427 2.458 -0.109 0.09
H 4.568 0.184 0.615 0.13
N 2.743 -0.636 -6.041 -0.08
C 2.790 -0.096 -7.222 -0.65
N 2.844 0.467 -8.275 -0.02
H 2.939 -1.644 -6.153 0.00

2.
9
Properties=species:S:1:pos:R:3:lowdin_spin:R:1 method="wB97M-V/def2-TZVPD" gap_ev="10.1 / 5.1" total_charge=+2 e_above_lowest_ev=2.2433 spin_multiplicity=3 largest_force_ev_per_a=5.03 s_squared=2.01
O 1.313 1.669 0.657 0.20
Tm 2.633 0.605 -0.730 1.08
O 0.279 -0.185 0.378 0.09
C 0.190 1.191 0.279 0.02
O -0.473 1.665 -0.635 0.61
C -0.794 -1.081 0.090 0.00
H -1.710 -0.595 0.440 0.00
H -0.945 -1.222 -0.985 0.00
H -0.494 -2.048 0.507 0.00